Record 1
{
  "formula": "C30H50F18N8O15S6",
  "method": "ωB97M-V/def2-TZVPD",
  "de_lowest_ev": 0.000,
  "total_charge": 2,
  "species": ["C", "C", "C", "O", "C", "N", "H", "H", "H", "H", "H", "H", "H", "H", "H", "H", "H", "H", "C", "C", "C", "O", "C", "N", "H", "H", "H", "H", "H", "H", "H", "H", "H", "H", "H", "H", "C", "C", "C", "O", "C", "N", "H", "H", "H", "H", "H", "H", "H", "H", "H", "H", "H", "H", "C", "N", "C", "C", "C", "C", "C", "C", "C", "C", "N", "C", "C", "C", "H", "H", "H", "H", "H", "H", "H", "H", "H", "H", "H", "H", "H", "H", "C", "F", "F", "F", "S", "O", "O", "N", "S", "O", "O", "C", "F", "F", "F", "C", "F", "F", "F", "S", "O", "O", "N", "S", "O", "O", "C", "F", "F", "F", "C", "F", "F", "F", "S", "O", "O", "N", "S", "O", "O", "C", "F", "F", "F"],
  "xyz": [[-1.33290, 1.60442, 6.33122], [-2.34292, 0.53711, 6.78167], [-2.68176, -0.48154, 5.71699], [-1.63846, -1.42224, 5.72004], [-1.96551, -2.62092, 4.98740], [-1.78457, -0.20205, 7.95817], [-1.05267, -0.83832, 7.60569], [-1.37585, 0.39887, 8.67539], [-2.49687, -0.80949, 8.37452], [-0.34040, 1.20127, 6.11970], [-1.26480, 2.44493, 7.01810], [-1.68422, 1.97578, 5.36706], [-3.17351, 1.15871, 7.11633], [-2.71320, 0.01861, 4.73940], [-3.66526, -0.95326, 5.83369], [-1.02272, -3.05379, 4.67371], [-2.61904, -2.39598, 4.14728], [-2.46183, -3.36637, 5.61536], [2.66404, -2.98656, 1.31437], [1.64532, -1.86553, 1.37741], [1.24181, -1.42713, 2.74947], [2.41857, -0.98679, 3.40233], [2.20213, -0.52658, 4.72172], [2.17140, -0.68200, 0.66136], [1.46060, 0.06203, 0.55882], [2.95385, -0.20528, 1.11770], [2.46668, -0.84535, -0.32568], [3.52113, -2.76970, 1.95179], [3.00450, -3.06294, 0.28102], [2.21815, -3.92921, 1.62300], [0.77752, -2.14851, 0.77665], [0.76509, -2.24623, 3.29877], [0.47420, -0.63296, 2.71561], [1.92016, 0.53058, 4.70638], [3.17168, -0.61611, 5.21417], [1.48574, -1.15067, 5.26217], [-6.93449, 1.73988, -1.06684], [-7.26166, 0.64425, -2.01217], [-6.35834, 0.49792, -3.20556], [-5.25348, -0.25064, -2.76341], [-4.23999, -0.44979, -3.73371], [-7.28623, -0.68233, -1.30423], [-7.74194, -0.64859, -0.38953], [-7.68046, -1.45272, -1.85615], [-6.31971, -1.01875, -1.13694], [-7.62752, 1.81672, -0.23182], [-6.90029, 2.67984, -1.61511], [-5.91606, 1.62550, -0.67931], [-8.27356, 0.74477, -2.41200], [-6.19011, 1.44238, -3.73092], [-6.86270, -0.13946, -3.95975], [-4.58998, -1.13168, -4.51122], [-3.39758, -0.91584, -3.22434], [-3.84652, 0.50172, -4.09660], [7.97044, 4.62197, -2.69234], [6.57956, 4.26403, -2.99747], [5.75387, 3.81242, -2.04364], [4.42936, 3.55487, -2.31368], [3.97773, 3.79921, -3.59612], [4.84458, 4.28734, -4.57332], [6.13803, 4.51790, -4.22821], [2.55139, 3.52438, -3.90008], [1.51825, 3.99777, -3.11038], [0.21790, 3.71738, -3.44198], [-0.04339, 2.93848, -4.50970], [0.92456, 2.51239, -5.33803], [2.24964, 2.74653, -5.02760], [-1.42276, 2.52190, -4.79918], [8.07397, 5.69929, -2.61474], [8.61858, 4.13245, -3.41094], [8.22958, 4.21824, -1.71436], [6.18453, 3.65753, -1.06467], [3.77351, 3.23247, -1.51585], [4.51629, 4.52057, -5.57490], [6.89272, 4.86079, -4.92105], [1.77162, 4.62972, -2.27255], [-0.64464, 3.88386, -2.81447], [0.68765, 1.75983, -6.07686], [2.99073, 2.31693, -5.68601], [-2.04474, 2.63418, -3.92305], [-1.39888, 1.51095, -5.18906], [-1.77902, 3.16222, -5.61004], [0.40260, 3.29094, 2.19116], [1.28284, 2.77995, 3.05106], [-0.83895, 2.97113, 2.60926], [0.49740, 4.61572, 2.11792], [0.69071, 2.58666, 0.48481], [0.39204, 3.63004, -0.43463], [2.07158, 2.19651, 0.51244], [-0.18781, 1.23926, 0.32401], [-1.62805, 1.51188, -0.30369], [-2.50533, 2.31065, 0.50196], [-1.59588, 1.85604, -1.69908], [-2.31285, -0.18655, -0.11547], [-2.55418, -0.41808, 1.17042], [-3.44474, -0.36060, -0.80516], [-1.43998, -1.09423, -0.55393], [5.66238, -1.08497, -0.22984], [5.49719, -2.37036, -0.02588], [5.02290, -0.37362, 0.70683], [6.96186, -0.78221, -0.18059], [5.09752, -0.52215, -1.89589], [5.21019, 0.90377, -1.82724], [5.88727, -1.19520, -2.84393], [3.52657, -1.14294, -1.92259], [2.73684, -0.19623, -2.90259], [2.20901, 1.03130, -2.33304], [3.37458, -0.02744, -4.18519], [1.19914, -1.16921, -3.25924], [0.72500, -1.68540, -2.11091], [0.26427, -0.37021, -3.78708], [1.43898, -2.16038, -4.08465], [-0.31011, -8.34437, 1.01368], [-0.34574, -8.70472, -0.26850], [-1.41437, -8.78322, 1.61342], [0.75667, -8.87855, 1.57818], [-0.15394, -6.50638, 1.13363], [0.13915, -6.20064, 2.49913], [0.81368, -6.15798, 0.14145], [-1.70048, -6.13333, 0.65124], [-1.98595, -4.70508, 1.23132], [-2.28133, -4.66063, 2.63780], [-1.07848, -3.67320, 0.77955], [-3.66863, -4.29108, 0.52943], [-4.63034, -4.69145, 1.33465], [-3.75320, -2.95927, 0.33986], [-3.85657, -4.83978, -0.68297]]
}

Record 2
{
  "formula": "C30H50IN2O11S4",
  "method": "ωB97M-V/def2-TZVPD",
  "total_charge": 1,
  "total_energy_ev": -108856.42586,
  "species": ["C", "C", "N", "C", "C", "C", "C", "C", "C", "O", "I", "C", "N", "C", "C", "C", "O", "C", "C", "O", "H", "H", "H", "H", "H", "H", "H", "H", "H", "H", "H", "H", "H", "H", "H", "H", "H", "H", "C", "C", "C", "S", "O", "O", "C", "H", "H", "H", "H", "H", "H", "H", "H", "C", "C", "C", "S", "O", "O", "C", "H", "H", "H", "H", "H", "H", "H", "H", "C", "C", "C", "S", "O", "O", "C", "H", "H", "H", "H", "H", "H", "H", "H", "C", "C", "C", "S", "O", "O", "C", "H", "H", "H", "H", "H", "H", "H", "H"],
  "xyz": [[3.41682, 0.75997, -0.01338], [1.93260, 0.24086, -0.18876], [1.43230, -0.55888, 0.67059], [1.20110, 0.74102, -1.47027], [-0.27758, 1.15143, -1.24385], [-1.31747, 0.15815, -1.56748], [-2.71946, 0.52772, -1.40493], [-3.88579, -0.45848, -1.75227], [-3.85362, -1.61707, -0.65230], [-4.13408, -2.74121, -0.87896], [-3.21194, -0.99584, 1.34671], [-3.07170, 1.84346, -0.93636], [-2.06580, 2.73562, -0.61678], [-0.72767, 2.43494, -0.75344], [0.36046, 3.52185, -0.41154], [-0.16433, 4.54864, 0.65430], [0.82179, 5.48448, 1.10943], [1.23104, 6.22889, -0.01188], [2.77586, 6.20153, -0.32234], [0.48297, 6.84184, -0.71721], [3.92896, 0.60690, -1.01267], [3.42521, 1.84045, 0.30206], [3.98546, 0.12335, 0.71906], [2.16088, -0.72162, 1.37637], [1.75183, 1.62959, -1.86592], [1.19610, -0.04031, -2.28083], [-1.02574, -0.85189, -1.92602], [-4.85258, 0.10475, -1.62182], [-3.80779, -0.86042, -2.79156], [-4.14240, 2.12214, -0.84665], [-2.38629, 3.65038, -0.28778], [0.59359, 4.00527, -1.40480], [1.24265, 2.96228, -0.00517], [-0.53271, 3.94987, 1.53439], [-1.07084, 5.11643, 0.29189], [3.17426, 7.17008, 0.08577], [2.94838, 6.12194, -1.42519], [3.24572, 5.32342, 0.19930], [-4.93429, -6.95643, 2.44705], [-4.04465, -6.79173, 1.21285], [-3.62022, -5.32131, 1.14543], [-3.62521, -4.72160, 2.83341], [-4.65711, -3.71753, 2.96375], [-2.26651, -4.48344, 3.25995], [-4.21074, -6.23502, 3.57859], [-5.10447, -8.00614, 2.68571], [-5.90535, -6.49009, 2.26588], [-3.15963, -7.42617, 1.31493], [-4.56060, -7.09447, 0.30095], [-2.62121, -5.20827, 0.72656], [-4.33108, -4.72589, 0.57492], [-4.85580, -6.00575, 4.42525], [-3.33931, -6.80042, 3.91250], [6.54017, 3.28666, -4.34259], [6.12192, 2.25027, -5.39028], [6.21290, 0.86944, -4.73278], [5.94153, 1.13208, -2.98160], [7.15131, 0.80356, -2.27303], [4.65496, 0.57580, -2.60516], [5.79630, 2.90891, -3.06760], [6.30116, 4.30199, -4.65916], [7.61923, 3.22960, -4.17647], [5.09097, 2.44279, -5.70087], [6.74704, 2.30262, -6.28213], [5.45458, 0.18887, -5.11716], [7.20256, 0.43023, -4.85687], [6.22186, 3.35992, -2.17300], [4.73514, 3.15338, -3.14383], [-10.36069, -5.55188, 1.91474], [-10.16637, -6.51049, 3.09355], [-9.83020, -7.88828, 2.51434], [-9.03303, -7.58794, 0.93726], [-9.87879, -8.09910, -0.11093], [-7.63535, -7.93861, 1.03432], [-9.18853, -5.80818, 0.97486], [-10.39271, -4.51143, 2.23991], [-11.30299, -5.77688, 1.40751], [-9.33736, -6.15975, 3.71478], [-11.05290, -6.55623, 3.72711], [-9.15157, -8.44301, 3.16041], [-10.72973, -8.47525, 2.32977], [-9.35365, -5.42984, -0.03254], [-8.26116, -5.40115, 1.38238], [8.06614, 4.41677, 2.22174], [7.97224, 5.93000, 2.44156], [8.17508, 6.60524, 1.08141], [7.60854, 5.43232, -0.14885], [8.73677, 5.01490, -0.94240], [6.38536, 5.92016, -0.74842], [7.20702, 4.12202, 0.99762], [7.72444, 3.85880, 3.09401], [9.10455, 4.13585, 2.02621], [6.98204, 6.18000, 2.83286], [8.70784, 6.27897, 3.16693], [7.59632, 7.52365, 0.99637], [9.22798, 6.81108, 0.88955], [7.42069, 3.15437, 0.54451], [6.14437, 4.20053, 1.23452]]
}

Record 3
{
  "formula": "C30H50N7O3PPt",
  "method": "ωB97M-V/def2-TZVPD",
  "de_lowest_ev": 0.987,
  "total_charge": 0,
  "spin_multiplicity": 3,
  "species": ["Pt", "N", "C", "C", "C", "C", "N", "H", "H", "H", "H", "H", "H", "H", "H", "H", "H", "H", "H", "O", "N", "C", "C", "N", "C", "N", "C", "N", "C", "C", "C", "O", "N", "C", "O", "H", "H", "H", "H", "H", "C", "C", "C", "C", "C", "C", "P", "C", "C", "C", "C", "C", "C", "C", "C", "C", "C", "C", "C", "H", "H", "H", "H", "H", "H", "H", "H", "H", "H", "H", "H", "H", "H", "H", "H", "H", "H", "H", "H", "H", "H", "H", "H", "H", "H", "H", "H", "H", "H", "H", "H", "H"],
  "xyz": [[-1.42769, -0.06447, 0.23377], [-1.33930, 1.83221, 1.71010], [-2.19390, 2.72167, 2.53896], [-3.11329, 3.65055, 1.73863], [-4.60186, 3.39765, 1.96523], [-5.13894, 2.10137, 1.39328], [-5.08714, 2.14251, -0.06800], [-0.73258, 1.32580, 2.34773], [-0.73096, 2.42570, 1.16740], [-1.52411, 3.33669, 3.14850], [-2.76988, 2.10586, 3.23119], [-2.86772, 3.59693, 0.67436], [-2.91534, 4.67643, 2.05903], [-5.16935, 4.23163, 1.53663], [-4.79877, 3.42098, 3.04216], [-6.15507, 1.94493, 1.77884], [-4.53528, 1.25535, 1.73056], [-5.56166, 2.97408, -0.40443], [-5.58458, 1.34976, -0.45500], [-3.58132, -0.61583, 0.81422], [-4.50698, -0.99629, 0.03257], [-4.44880, -0.70049, -1.25794], [-3.36953, 0.10059, -1.72526], [-2.40269, 0.73205, -1.78774], [-5.48838, -1.16250, -2.11609], [-6.34005, -1.50750, -2.80754], [-0.73773, -4.22503, 2.95214], [-1.06844, -3.89243, 1.57467], [-1.37545, -4.87969, 0.66705], [-1.72305, -4.60470, -0.59638], [-1.79137, -3.21286, -1.04191], [-2.15432, -2.88580, -2.16245], [-1.40044, -2.28273, -0.10315], [-1.10243, -2.58093, 1.16233], [-0.83684, -1.64699, 1.96328], [-1.47634, -4.91854, 3.35221], [-0.75055, -3.31017, 3.53455], [0.25347, -4.67689, 3.01532], [-1.32695, -5.88796, 1.05671], [-1.98502, -5.38298, -1.29607], [1.72855, -2.42035, -4.16546], [0.70363, -1.29717, -4.39759], [0.15698, -0.73591, -3.07415], [1.23947, -0.80620, -1.99251], [1.58181, -2.27339, -1.65923], [1.38934, -3.17956, -2.88728], [0.83253, 0.23693, -0.52561], [1.37055, 1.89830, -1.16619], [2.80146, 2.02441, -1.75742], [3.86999, 2.81789, -0.97173], [3.30487, 3.73064, 0.11587], [1.93208, 4.24642, -0.29374], [0.95942, 3.07203, -0.24982], [1.96989, -0.40157, 0.76731], [3.46278, -0.44832, 0.44280], [4.14889, -1.44518, 1.39037], [3.51570, -1.42090, 2.79370], [2.93594, -0.04184, 3.09218], [1.76559, 0.26895, 2.14068], [2.73805, -2.00354, -4.07764], [1.74932, -3.09467, -5.02289], [-0.13507, -1.68486, -4.97929], [1.15795, -0.49937, -4.99136], [-0.70752, -1.31316, -2.75182], [-0.19835, 0.28579, -3.21754], [2.14097, -0.35258, -2.42042], [0.96728, -2.64105, -0.83870], [2.62188, -2.33224, -1.32703], [0.35201, -3.51463, -2.94170], [2.01137, -4.07087, -2.78209], [0.70423, 1.94594, -2.03414], [2.67672, 2.51206, -2.72531], [3.20748, 1.04092, -1.99067], [4.40545, 3.43620, -1.69544], [4.61799, 2.14742, -0.54684], [4.00095, 4.54555, 0.31917], [3.19129, 3.17492, 1.05448], [1.96994, 4.69017, -1.29359], [1.58532, 5.02492, 0.38851], [-0.05151, 3.39376, -0.51163], [0.94546, 2.75249, 0.79303], [1.61644, -1.43530, 0.86413], [3.88081, 0.55078, 0.58701], [3.65673, -0.72442, -0.59444], [5.21371, -1.20933, 1.45357], [4.07461, -2.45228, 0.97248], [4.25370, -1.70179, 3.54612], [2.71162, -2.16001, 2.85763], [3.72513, 0.70755, 2.97753], [2.59574, 0.02409, 4.12679], [1.67804, 1.35239, 2.03489], [0.83342, -0.10797, 2.56553]]
}

Record 4
{
  "formula": "C30H50N8O6P",
  "method": "ωB97M-V/def2-TZVPD",
  "total_charge": 1,
  "total_energy_ev": -65403.08561,
  "species": ["C", "C", "C", "C", "C", "N", "N", "C", "C", "C", "P", "C", "O", "C", "C", "C", "C", "C", "N", "C", "H", "H", "H", "H", "H", "H", "H", "H", "H", "H", "H", "H", "H", "H", "H", "C", "C", "O", "N", "C", "H", "H", "H", "H", "H", "H", "H", "C", "C", "O", "N", "C", "H", "H", "H", "H", "H", "H", "H", "C", "C", "O", "N", "C", "H", "H", "H", "H", "H", "H", "H", "C", "C", "O", "N", "C", "H", "H", "H", "H", "H", "H", "H", "C", "C", "O", "N", "C", "H", "H", "H", "H", "H", "H", "H"],
  "xyz": [[0.49966, -2.98176, 6.01852], [0.16367, -2.02252, 5.33425], [-0.37837, -0.77085, 4.63924], [-1.41097, -1.10474, 3.51759], [-2.79689, -1.41106, 3.88001], [-3.83803, -1.74740, 3.10422], [-3.48126, -1.73740, 1.83125], [-4.58595, -2.09369, 0.89378], [-5.85253, -1.52692, 1.12770], [-2.27700, -1.48629, 1.27999], [-2.10862, -1.56040, -0.61731], [-2.29024, 0.25922, -1.12702], [-0.61129, -2.15649, -1.07412], [-1.08426, -1.16222, 2.08112], [0.33867, -0.90789, 1.57388], [0.67389, 0.35264, 0.89387], [2.08732, 0.40917, 0.53494], [2.94731, -0.71849, 0.82077], [2.68156, -1.90940, 1.44452], [1.36250, -1.89894, 1.79960], [0.76996, -4.02781, 6.27306], [0.49340, -0.26569, 4.12927], [-0.82470, -0.00558, 5.32314], [-3.03867, -1.36294, 4.97749], [-4.45633, -2.82689, 0.06017], [-6.34406, -0.75109, 0.49357], [-6.44658, -1.91707, 2.00594], [-1.99858, 0.95114, -0.29563], [-3.39530, 0.39780, -1.30770], [-1.71876, 0.45955, -2.06697], [-0.60656, -3.13017, -1.06299], [-0.03915, 1.18208, 0.70253], [2.50466, 1.31776, 0.03855], [4.01524, -0.61213, 0.48150], [1.03360, -2.82153, 2.35869], [-3.36072, -6.30131, -0.30382], [-4.24765, -5.51766, -1.23646], [-3.92811, -4.40868, -1.66352], [-5.42595, -6.06666, -1.60482], [-5.98185, -7.34905, -1.21743], [-2.45560, -5.72984, -0.10381], [-3.87326, -6.47973, 0.64331], [-3.07571, -7.24944, -0.76219], [-5.96236, -5.48191, -2.23181], [-6.14778, -7.94020, -2.11924], [-6.94085, -7.17618, -0.72622], [-5.32503, -7.89359, -0.54476], [5.10139, 0.23195, 8.87797], [3.59974, 0.35679, 8.85510], [2.96993, 0.77752, 9.81158], [2.94431, -0.01759, 7.72033], [3.50182, -0.53684, 6.48845], [5.47370, 0.56721, 9.84387], [5.39586, -0.80967, 8.73653], [5.54413, 0.85770, 8.10067], [1.94355, 0.09473, 7.78199], [3.21703, 0.13389, 5.67363], [3.06791, -1.52071, 6.30077], [4.58501, -0.61242, 6.52493], [4.27957, 3.83202, -2.95897], [4.44628, 3.00696, -1.71255], [4.08061, 1.83631, -1.65089], [5.02178, 3.59751, -0.63458], [5.51314, 4.95683, -0.51160], [3.80725, 3.22675, -3.73111], [3.64303, 4.69404, -2.75742], [5.25452, 4.15988, -3.32515], [5.10221, 2.98540, 0.16370], [6.57554, 4.91978, -0.26281], [4.97614, 5.44710, 0.30214], [5.37562, 5.52546, -1.42757], [-5.35604, -1.87824, -6.43790], [-5.20817, -2.69625, -5.18083], [-5.58380, -3.85748, -5.11476], [-4.63639, -2.10472, -4.09651], [-4.13061, -0.75263, -3.96906], [-5.82661, -2.48644, -7.20782], [-5.98841, -1.00842, -6.25005], [-4.37600, -1.56088, -6.79923], [-4.57189, -2.71800, -3.29262], [-3.07189, -0.80929, -3.70605], [-4.67545, -0.26027, -3.15958], [-4.24649, -0.17892, -4.88466], [2.71725, 8.16604, -5.17283], [3.61206, 7.23148, -4.40192], [3.30480, 6.80541, -3.29463], [4.78943, 6.86389, -4.97075], [5.32706, 7.25599, -6.25921], [1.81996, 8.36499, -4.59010], [3.22825, 9.11306, -5.35474], [2.42086, 7.70980, -6.11908], [5.33386, 6.23833, -4.39655], [5.48678, 6.35635, -6.85638], [6.28753, 7.74887, -6.09840], [4.66137, 7.92898, -6.79205]]
}

Which formula does entry 3 have?
C30H50N7O3PPt